# 1
69
Properties=species:S:1:pos:R:3:forces:R:3:mulliken_charge:R:1 method="wB97M-V/def2-TZVPD" homo_energy_ev="-15.80 / -15.80" total_charge=+3 orbital_gap_ev="4.11 / 4.11"
Ta -11.166 -17.236 1.314 -0.5 -3.3 -4.1 1.873
O -16.082 -18.526 4.020 -0.9 0.6 -1.6 -0.408
C -15.105 -18.545 4.862 -2.9 -1.3 5.0 0.407
O -15.398 -18.707 6.071 2.4 0.6 -3.5 -0.499
C -13.757 -18.548 4.325 2.8 0.9 -1.8 0.282
C -12.615 -19.154 4.919 1.0 -0.1 -0.9 0.026
Cl -12.645 -20.209 6.216 0.2 0.6 -0.1 0.044
N -11.502 -18.931 4.135 -0.6 -0.2 0.5 0.226
N -11.852 -18.197 2.969 -1.4 -2.0 3.8 -0.308
C -13.245 -18.036 3.117 -0.4 -0.8 0.6 0.141
C -13.911 -17.695 1.830 -3.7 0.9 -1.6 0.459
O -15.122 -17.458 1.613 5.0 -1.1 1.0 -0.638
O -12.953 -17.766 0.818 -1.0 1.6 1.1 -0.537
C -10.182 -19.590 4.336 0.0 0.9 0.0 -0.177
C -10.143 -20.978 4.420 2.1 0.5 0.2 -0.119
C -8.846 -21.568 4.615 -0.3 0.6 -0.2 -0.856
C -7.726 -20.760 4.957 -2.1 -0.5 -0.9 -0.573
C -7.830 -19.388 4.793 -0.3 0.5 -0.2 -0.675
C -9.026 -18.786 4.451 -1.0 -1.1 -0.6 0.024
H -15.873 -18.171 3.133 -0.2 -0.1 0.0 0.355
H -11.058 -21.526 4.386 -0.2 -0.6 -0.3 0.572
H -8.679 -22.629 4.366 -0.4 0.5 0.9 0.444
H -6.823 -21.211 5.275 0.8 -0.4 0.0 0.482
H -6.994 -18.720 4.834 0.6 -0.1 0.4 0.447
H -9.038 -17.754 4.150 -0.1 0.6 0.4 0.446
Cl -10.189 -10.743 0.964 0.0 0.5 -0.6 -0.159
C -10.632 -12.310 0.428 1.8 1.0 -0.8 0.602
C -10.245 -12.710 -0.912 -1.8 0.6 3.4 -0.649
C -10.534 -14.026 -1.267 0.4 0.2 0.3 -0.896
I -10.264 -14.500 -3.317 -0.2 -0.2 1.2 0.255
C -10.871 -14.862 -0.181 -0.2 -1.0 -0.9 1.331
O -10.818 -16.224 -0.366 -0.7 -0.5 2.4 -0.456
C -11.176 -14.501 1.151 0.5 3.9 -1.8 0.483
N -11.446 -15.416 2.099 0.9 0.2 0.9 0.018
C -11.538 -15.051 3.398 -1.1 2.6 0.5 0.181
C -11.566 -13.703 3.850 0.8 -1.6 -1.7 -1.085
C -11.128 -12.774 2.916 -1.1 0.7 -1.7 -0.373
C -11.073 -13.120 1.511 0.7 -1.3 0.1 -0.369
H -9.772 -11.958 -1.519 -0.1 0.0 -0.4 0.473
H -11.674 -15.840 4.064 -0.4 -1.1 1.1 0.535
H -11.873 -13.357 4.823 0.4 -0.5 0.4 0.478
H -10.977 -11.735 3.234 0.0 -0.4 -0.3 0.415
C -13.325 -19.647 -3.779 -0.6 0.6 1.1 -0.971
C -12.048 -20.429 -3.698 -1.1 -2.3 0.6 -0.896
N -10.934 -19.709 -4.106 3.2 2.0 -0.4 0.348
C -10.900 -19.058 -5.474 -1.0 0.7 1.1 -0.461
C -11.439 -19.753 -6.672 0.8 -1.5 -1.1 -1.364
C -9.735 -19.723 -3.436 2.4 0.0 -3.4 0.022
O -8.634 -19.740 -4.047 -2.1 0.3 1.8 -0.623
C -9.660 -19.497 -1.974 -1.7 -1.3 1.6 0.614
C -8.590 -19.939 -1.185 2.1 -2.2 -0.9 -0.620
C -8.622 -20.036 0.226 -1.8 0.7 0.1 -0.858
C -9.799 -19.523 0.750 1.8 1.4 -0.1 -0.006
N -10.666 -18.782 0.009 -1.1 -2.1 0.4 -0.087
C -10.803 -19.078 -1.298 2.4 0.6 -0.1 -0.108
H -14.194 -20.214 -3.375 0.7 0.4 0.0 0.352
H -13.611 -19.431 -4.801 0.1 0.5 -0.1 0.359
H -13.115 -18.694 -3.157 -0.9 -1.2 -1.2 0.264
H -11.986 -21.354 -4.292 -0.9 0.0 0.0 0.475
H -11.927 -20.811 -2.667 0.2 0.1 -0.3 0.582
H -9.874 -18.710 -5.605 -0.4 0.0 -0.1 0.435
H -11.622 -18.236 -5.403 0.6 0.5 0.6 0.306
H -12.398 -20.268 -6.576 0.1 0.3 0.2 0.324
H -10.716 -20.470 -7.049 0.0 -0.4 0.0 0.369
H -11.502 -19.025 -7.482 -0.3 0.1 0.2 0.391
H -7.793 -20.511 -1.762 -0.7 1.3 0.7 0.482
H -7.969 -20.429 1.017 0.3 -0.4 -1.3 0.555
H -10.012 -19.635 1.805 0.0 0.3 0.5 0.399
H -11.747 -19.047 -1.765 -0.9 1.1 -0.4 0.494


# 2
88
Properties=species:S:1:pos:R:3:forces:R:3:mulliken_charge:R:1 method="wB97M-V/def2-TZVPD" de_lowest_kcal_mol=61.37 homo_energy_ev=-1.94 total_charge=-2 orbital_gap_ev=5.95
Rb 2.248 -0.452 0.098 -0.8 0.6 0.3 0.484
N 2.023 0.078 3.025 0.0 -0.1 0.2 -0.001
C 1.426 0.658 4.218 0.0 -0.1 -0.3 -0.778
C 1.374 2.165 4.063 0.0 0.1 -0.2 -0.596
N 0.619 2.555 2.881 0.1 0.1 0.1 -0.286
C 1.171 3.718 2.200 0.0 -0.1 0.1 -0.403
C 0.635 3.804 0.785 -0.2 -0.3 -0.1 -0.540
N 0.985 2.590 0.061 0.1 0.2 0.0 -0.019
H 2.151 -0.925 3.086 0.0 -0.1 0.0 0.109
H 2.922 0.500 2.813 0.1 0.0 0.0 0.112
H 1.956 0.427 5.149 0.1 0.0 0.1 0.439
H 0.407 0.274 4.323 0.0 0.0 0.0 0.242
H 2.412 2.532 4.002 0.0 0.0 0.0 0.348
H 0.940 2.600 4.971 0.0 0.1 0.0 0.300
H 0.632 1.783 2.214 0.0 0.0 0.0 0.190
H 2.272 3.659 2.153 0.0 0.0 0.0 0.278
H 0.920 4.636 2.742 0.0 0.0 0.1 0.311
H 0.991 4.735 0.326 0.1 0.1 -0.1 0.422
H -0.456 3.864 0.822 0.0 0.0 0.0 0.072
H 1.984 2.530 -0.093 0.1 0.1 -0.1 0.201
H 0.486 2.504 -0.822 -0.1 -0.1 0.1 -0.028
O 3.830 -5.184 0.063 0.0 0.0 0.0 -0.662
As 3.750 -3.408 0.399 -0.5 -0.3 0.3 1.144
O 3.360 -3.212 1.991 0.2 0.1 -0.3 -0.791
O 2.695 -2.787 -0.723 0.5 -1.1 -0.1 -0.644
C 5.562 -2.985 -0.104 0.1 0.1 -0.1 -0.175
C 6.399 -3.909 -0.717 0.0 0.1 0.1 -0.433
C 7.646 -3.521 -1.197 0.0 0.1 0.1 -0.543
C 8.038 -2.193 -1.063 0.0 -0.1 0.0 -0.491
C 7.216 -1.259 -0.450 0.0 0.0 0.0 -0.533
C 5.966 -1.649 0.039 -0.4 0.0 0.5 0.467
S 5.042 0.924 0.127 0.3 0.4 0.0 0.609
O 5.123 -0.821 0.713 0.4 0.1 -0.5 -0.495
O 4.250 0.778 -1.104 0.7 0.3 0.0 -0.634
O 4.238 1.461 1.237 0.2 -0.2 -0.1 -0.598
H 2.919 -5.421 -0.143 0.0 0.0 0.0 0.279
H 6.055 -4.930 -0.823 0.0 0.0 0.0 0.445
H 8.300 -4.242 -1.672 0.0 0.0 0.0 0.362
H 9.005 -1.875 -1.440 0.0 0.0 0.0 0.331
H 7.540 -0.232 -0.343 0.0 0.0 0.0 0.422
O -0.273 -0.311 0.680 -1.3 -0.4 -0.3 0.567
P -1.439 -0.983 0.018 0.3 0.2 0.3 0.917
C -2.860 0.143 -0.175 0.4 0.5 -0.2 -0.655
C -2.525 1.618 -0.369 0.0 -0.2 -0.5 0.693
C -3.763 2.573 -0.291 -0.2 -0.1 0.1 1.028
C -4.993 1.977 0.359 0.2 0.3 -0.1 -0.895
C -5.172 0.667 0.423 0.1 -0.4 0.0 -0.704
C -4.099 -0.281 0.077 -0.3 0.1 0.2 -0.274
C -2.108 -2.246 1.163 -0.1 0.1 0.2 -0.047
C -2.845 -3.361 0.772 0.0 0.0 0.1 0.013
C -3.390 -4.214 1.725 0.1 0.0 0.0 -0.763
C -3.192 -3.964 3.078 0.0 0.0 -0.1 -0.450
C -2.444 -2.862 3.477 0.0 0.0 -0.1 -0.528
C -1.905 -2.007 2.524 0.0 -0.1 0.0 -0.925
C -1.015 -1.993 -1.431 0.1 0.0 -0.3 0.379
C -1.248 -1.594 -2.750 -0.2 -0.1 0.2 -0.313
C -0.813 -2.386 -3.804 0.0 0.0 0.0 -0.695
C -0.133 -3.572 -3.559 0.0 0.1 0.0 -0.536
C 0.115 -3.967 -2.255 0.0 0.0 0.0 -0.587
C -0.324 -3.187 -1.196 0.1 0.2 0.0 -0.327
H -1.810 1.900 0.409 -0.1 0.0 0.0 -0.007
H -3.454 3.467 0.246 0.0 0.0 0.1 0.056
H -5.772 2.657 0.698 0.1 0.0 -0.1 0.375
H -6.095 0.263 0.828 0.0 0.0 0.0 0.327
H -4.315 -1.337 0.183 0.0 0.0 0.0 0.416
H -2.988 -3.568 -0.283 0.0 0.0 0.0 0.505
H -3.959 -5.080 1.410 0.0 0.0 0.0 0.396
H -3.610 -4.635 3.820 0.0 0.0 0.0 0.360
H -2.273 -2.673 4.531 0.0 0.0 0.0 0.401
H -1.305 -1.152 2.818 0.0 0.0 0.0 0.324
H -1.761 -0.657 -2.926 0.0 0.1 0.0 0.272
H -0.990 -2.061 -4.824 0.0 0.0 0.0 0.393
H 0.229 -4.174 -4.385 0.0 0.0 0.0 0.345
H 0.691 -4.861 -2.059 0.0 0.0 0.0 0.267
H -0.074 -3.484 -0.187 0.0 0.0 0.0 0.322
C -3.729 6.248 -3.434 0.0 0.0 0.1 -1.211
C -4.089 4.815 -3.159 0.1 0.1 0.3 0.935
C -4.618 3.990 -4.133 0.0 0.0 -0.1 -0.664
C -5.001 2.726 -3.724 -0.1 -0.2 0.1 -0.236
N -4.802 2.272 -2.499 -0.1 0.1 0.0 -0.383
C -4.168 3.100 -1.659 0.3 -0.1 -0.2 -0.521
S -1.657 1.831 -1.996 0.0 -0.2 0.3 -0.674
N -3.883 4.377 -1.915 -0.1 0.2 -0.2 -0.442
H -3.862 6.504 -4.486 0.0 0.0 0.0 0.355
H -2.692 6.429 -3.148 0.0 0.0 0.0 0.285
H -4.355 6.906 -2.827 0.0 0.0 0.0 0.275
H -4.760 4.327 -5.152 0.0 0.0 0.0 0.311
H -5.500 2.052 -4.417 0.0 0.0 0.0 0.402


Molecular weight (computed, g mol⁻¹): 929.3, 872.2